(1)
34
Properties=species:S:1:pos:R:3:mulliken_charge:R:1 method="wB97M-V/def2-TZVPD" charge=-2 homo_ev=-0.9701 largest_force_ev_per_a=1.21 gap_ev=6.2 total_energy_ev=-32158.00326 e_lumo_ev=5.242
C -2.75 -0.91 -2.00 -0.738
O -3.12 -1.28 -0.66 -0.535
C -1.55 0.03 -2.02 0.655
C -2.07 1.41 -1.61 -1.266
S -2.94 2.26 -2.99 -0.646
N -0.38 -0.40 -1.26 -0.431
H -2.71 -1.81 -2.64 0.274
H -3.62 -0.36 -2.36 0.332
H -1.23 0.10 -3.06 0.100
H -1.26 2.09 -1.32 0.401
H -2.63 1.38 -0.66 0.284
H -0.22 0.10 -0.40 0.200
H -0.30 -1.39 -1.12 0.148
H 1.61 -0.73 3.81 0.238
H 2.49 -0.94 2.65 0.354
O 2.23 -0.20 3.30 -0.709
H -0.33 0.02 2.51 0.393
H -1.77 0.53 2.74 0.297
O -0.87 0.61 3.07 -0.653
H 0.45 2.95 -2.73 0.315
H -0.83 3.66 -3.21 0.279
O 0.06 3.82 -2.86 -0.644
H 2.30 -3.04 1.73 0.125
H 1.13 -1.87 1.52 0.447
O 2.66 -2.15 1.62 -1.043
H 3.42 2.04 1.93 0.308
H 2.26 2.01 2.88 0.347
O 2.94 2.61 2.54 -0.671
H -0.19 -2.24 0.89 0.275
H -2.37 -1.69 -0.22 0.309
O 0.10 -1.77 1.68 -0.727
H 3.70 -2.08 -0.34 0.323
H 2.60 -1.16 -0.42 0.341
O 3.22 -1.59 -1.02 -0.683

=====

(2)
52
Properties=species:S:1:pos:R:3:mulliken_charge:R:1 method="wB97M-V/def2-TZVPD" smiles="Cc1ccc(S(=O)(=O)/N=C/c2ccc(N(C)C)cc2)cc1.CN(C)C" homo_ev=-8.3207 largest_force_ev_per_a=2.05 gap_ev=8.2 total_energy_ev=-39539.25246 e_lumo_ev=-0.164
C 1.60 -2.16 1.53 -1.096
N 0.39 -2.45 0.73 0.261
C 0.36 -1.52 -0.42 -1.195
C 0.55 -3.82 0.20 -1.310
H 1.71 -2.89 2.35 0.285
H 2.48 -2.28 0.87 0.397
H 1.60 -1.14 1.94 0.329
H -0.47 -1.74 -1.10 0.358
H 0.27 -0.47 -0.10 0.344
H 1.30 -1.63 -0.99 0.459
H -0.29 -4.10 -0.45 0.358
H 1.49 -3.83 -0.40 0.470
H 0.66 -4.54 1.01 0.347
C -2.32 -7.43 7.45 -1.372
C -2.45 -6.53 6.25 0.940
C -3.71 -6.30 5.68 -0.565
C -3.83 -5.49 4.54 -0.314
C -2.70 -4.90 3.98 -0.033
S -2.77 -4.04 2.42 1.263
N -2.36 -2.43 2.79 -0.342
C -2.22 -1.48 1.91 -0.274
C -2.41 -0.09 2.37 0.629
C -2.68 1.00 1.50 -0.902
C -2.66 2.31 1.98 -0.092
C -2.44 2.58 3.36 -0.085
N -2.36 3.90 3.83 0.269
C -3.51 4.73 4.13 -0.990
C -1.12 4.64 3.73 -1.042
C -2.32 1.48 4.24 -0.374
C -2.34 0.17 3.75 -0.579
O -1.76 -4.64 1.58 -0.558
O -4.15 -4.05 2.00 -0.711
C -1.44 -5.10 4.57 -0.362
C -1.33 -5.91 5.70 -0.866
H -1.27 -7.51 7.75 0.332
H -2.90 -7.06 8.30 0.324
H -2.68 -8.44 7.23 0.330
H -4.59 -6.77 6.13 0.363
H -4.81 -5.34 4.09 0.454
H -2.15 -1.66 0.83 0.348
H -2.86 0.80 0.44 0.365
H -2.88 3.15 1.31 0.411
H -4.45 4.17 4.10 0.311
H -3.39 5.17 5.13 0.305
H -3.57 5.57 3.42 0.320
H -0.30 4.00 3.41 0.303
H -1.24 5.47 3.03 0.342
H -0.88 5.06 4.72 0.331
H -2.26 1.67 5.31 0.399
H -2.23 -0.68 4.42 0.458
H -0.55 -4.65 4.13 0.398
H -0.35 -6.08 6.16 0.261

=====

(3)
31
Properties=species:S:1:pos:R:3:mulliken_charge:R:1 method="wB97M-V/def2-TZVPD" charge=-2 homo_ev=-1.9683 largest_force_ev_per_a=0.95 gap_ev=6.2 total_energy_ev=-88255.73412 e_lumo_ev=4.226
Pt -1.02 -0.34 0.41 0.930
O -1.74 2.83 -2.20 -0.746
C -1.13 1.94 -1.61 0.615
O -1.71 1.04 -0.91 -0.656
C 0.38 1.96 -1.70 0.077
C 0.93 2.86 -2.59 -0.584
C 2.31 2.97 -2.75 -0.234
C 3.18 2.17 -2.01 -0.326
C 2.63 1.29 -1.15 -0.008
C 1.23 1.12 -0.91 0.736
O 0.88 0.24 -0.07 -0.999
N 3.55 0.42 -0.39 0.938
O 3.70 -0.72 -0.79 -0.581
O 4.12 0.90 0.57 -0.601
N 2.86 3.92 -3.69 1.009
O 4.08 3.99 -3.80 -0.688
O 2.09 4.62 -4.33 -0.656
H 0.26 3.48 -3.15 0.584
H 4.25 2.26 -2.14 0.500
Cl -4.89 -5.00 3.46 -0.245
C -3.59 -3.92 3.07 0.199
C -2.46 -3.87 3.87 0.220
Cl -2.34 -4.87 5.28 -0.244
C -1.42 -2.99 3.54 0.114
Cl 0.00 -2.89 4.53 -0.235
C -1.48 -2.17 2.42 0.370
O -0.57 -1.28 2.13 -0.891
C -2.66 -2.22 1.59 0.386
O -2.66 -1.50 0.49 -0.866
C -3.68 -3.09 1.93 0.120
Cl -5.08 -3.15 0.91 -0.237

=====

(4)
75
Properties=species:S:1:pos:R:3:mulliken_charge:R:1 method="wB97M-V/def2-TZVPD" homo_ev="-7.5168 / -7.5171" largest_force_ev_per_a=6.58 gap_ev="6.5 / 6.5" total_energy_ev=-193331.82634 e_lumo_ev="-0.968 / -0.969"
Ir -0.16 0.70 -0.84 3.762
Cl -6.52 1.60 1.63 -0.210
C -4.91 1.91 1.09 0.079
C -4.50 3.21 0.82 0.442
Cl -5.58 4.53 1.04 -0.216
C -3.20 3.43 0.35 0.128
Cl -2.62 5.02 -0.02 -0.225
C -2.34 2.36 0.13 -0.746
O -1.12 2.49 -0.36 -0.486
C -2.73 1.08 0.43 -0.441
O -1.82 0.13 0.23 -0.819
C -4.01 0.85 0.91 0.430
Cl -4.47 -0.79 1.25 -0.213
N -3.82 -6.25 0.78 -0.514
C -2.85 -5.35 0.42 1.007
C -1.60 -5.79 -0.04 -0.856
C -0.65 -4.88 -0.46 -0.598
C -0.94 -3.52 -0.42 -0.992
C -2.17 -3.06 0.02 0.629
C -3.12 -3.97 0.44 -0.949
S 0.30 -2.40 -0.96 1.628
O 1.25 -3.12 -1.77 -0.845
O 0.86 -1.80 0.24 -0.160
N -0.58 -1.31 -1.84 -0.700
C 0.15 -0.70 -2.87 0.532
N -0.43 -0.45 -4.04 -0.736
C 0.36 0.00 -5.02 -0.315
C 1.71 0.19 -4.88 -0.962
C 2.21 0.01 -3.59 -0.237
N 1.46 -0.40 -2.60 0.044
H -3.54 -7.19 0.99 0.206
H -4.61 -5.91 1.31 0.215
H -1.39 -6.85 -0.07 0.296
H 0.32 -5.21 -0.82 0.512
H -2.38 -2.00 0.04 0.088
H -4.09 -3.63 0.78 0.187
H -0.14 0.18 -5.97 0.462
H 2.34 0.49 -5.71 0.407
H 3.25 0.22 -3.36 0.490
C 0.15 -2.27 3.09 -1.263
C -0.34 -0.89 2.72 0.704
O 0.78 -0.02 2.34 -0.074
P 1.15 0.61 0.95 -0.718
O 2.70 0.33 0.79 -0.195
C 3.37 -0.96 0.70 0.214
C 4.79 -0.76 1.17 -1.572
O 1.25 2.15 1.26 -0.004
C 1.74 2.69 2.51 -0.409
C 0.57 3.13 3.36 -1.076
H -0.64 -2.81 3.62 0.445
H 1.03 -2.20 3.74 0.324
H 0.42 -2.83 2.20 0.142
H -0.78 -0.41 3.59 0.478
H -1.07 -0.91 1.92 -0.302
H 3.32 -1.31 -0.33 0.252
H 2.84 -1.68 1.32 0.247
H 5.26 0.06 0.62 0.307
H 5.36 -1.67 0.99 0.425
H 4.82 -0.52 2.23 0.350
H 2.38 3.53 2.24 0.389
H 2.35 1.94 3.02 0.308
H -0.15 3.66 2.73 0.223
H 0.91 3.80 4.15 0.439
H 0.07 2.28 3.81 0.201
Br 4.71 3.98 -1.03 -0.169
C 2.92 3.76 -1.60 -0.503
C 2.23 4.80 -2.20 -0.097
C 0.93 4.57 -2.60 -0.929
C 0.36 3.33 -2.38 -0.202
N 1.04 2.34 -1.78 -0.008
C 2.31 2.54 -1.41 -0.245
H 2.71 5.76 -2.35 0.474
H 0.36 5.34 -3.10 0.472
H -0.65 3.11 -2.67 0.480
H 2.83 1.71 -0.96 0.565

=====

Copy entry 2 word for word.
52
Properties=species:S:1:pos:R:3:mulliken_charge:R:1 method="wB97M-V/def2-TZVPD" smiles="Cc1ccc(S(=O)(=O)/N=C/c2ccc(N(C)C)cc2)cc1.CN(C)C" homo_ev=-8.3207 largest_force_ev_per_a=2.05 gap_ev=8.2 total_energy_ev=-39539.25246 e_lumo_ev=-0.164
C 1.60 -2.16 1.53 -1.096
N 0.39 -2.45 0.73 0.261
C 0.36 -1.52 -0.42 -1.195
C 0.55 -3.82 0.20 -1.310
H 1.71 -2.89 2.35 0.285
H 2.48 -2.28 0.87 0.397
H 1.60 -1.14 1.94 0.329
H -0.47 -1.74 -1.10 0.358
H 0.27 -0.47 -0.10 0.344
H 1.30 -1.63 -0.99 0.459
H -0.29 -4.10 -0.45 0.358
H 1.49 -3.83 -0.40 0.470
H 0.66 -4.54 1.01 0.347
C -2.32 -7.43 7.45 -1.372
C -2.45 -6.53 6.25 0.940
C -3.71 -6.30 5.68 -0.565
C -3.83 -5.49 4.54 -0.314
C -2.70 -4.90 3.98 -0.033
S -2.77 -4.04 2.42 1.263
N -2.36 -2.43 2.79 -0.342
C -2.22 -1.48 1.91 -0.274
C -2.41 -0.09 2.37 0.629
C -2.68 1.00 1.50 -0.902
C -2.66 2.31 1.98 -0.092
C -2.44 2.58 3.36 -0.085
N -2.36 3.90 3.83 0.269
C -3.51 4.73 4.13 -0.990
C -1.12 4.64 3.73 -1.042
C -2.32 1.48 4.24 -0.374
C -2.34 0.17 3.75 -0.579
O -1.76 -4.64 1.58 -0.558
O -4.15 -4.05 2.00 -0.711
C -1.44 -5.10 4.57 -0.362
C -1.33 -5.91 5.70 -0.866
H -1.27 -7.51 7.75 0.332
H -2.90 -7.06 8.30 0.324
H -2.68 -8.44 7.23 0.330
H -4.59 -6.77 6.13 0.363
H -4.81 -5.34 4.09 0.454
H -2.15 -1.66 0.83 0.348
H -2.86 0.80 0.44 0.365
H -2.88 3.15 1.31 0.411
H -4.45 4.17 4.10 0.311
H -3.39 5.17 5.13 0.305
H -3.57 5.57 3.42 0.320
H -0.30 4.00 3.41 0.303
H -1.24 5.47 3.03 0.342
H -0.88 5.06 4.72 0.331
H -2.26 1.67 5.31 0.399
H -2.23 -0.68 4.42 0.458
H -0.55 -4.65 4.13 0.398
H -0.35 -6.08 6.16 0.261